1.
{"formula": "C33H29BrCl2CsIN5OS", "method": "ωB97M-V/def2-TZVPD", "total_charge": -1, "gap_ha": 0.195, "de_lowest_kj_mol": 93.68, "e_homo_ev": -3.4, "symbols": ["C", "H", "H", "C", "H", "H", "H", "H", "C", "N", "H", "C", "H", "C", "C", "H", "C", "H", "C", "I", "H", "H", "C", "H", "C", "H", "C", "H", "H", "C", "H", "O", "N", "Cl", "H", "N", "H", "C", "H", "H", "H", "C", "H", "H", "C", "C", "C", "C", "C", "Br", "H", "C", "H", "C", "H", "H", "Cs", "C", "C", "N", "C", "C", "C", "C", "C", "C", "C", "N", "Cl", "C", "C", "C", "S", "H"], "coordinates": [[-3.6804, -4.7499, -2.6898], [-4.0596, 3.4238, 1.7302], [-3.6039, 2.3047, 3.5295], [5.5711, -0.9725, 3.7885], [-1.8234, 5.3503, 2.7892], [-2.4383, 4.0227, 3.7866], [-2.4048, -7.6810, -0.5047], [7.6303, -1.1740, 4.3322], [-2.0591, -4.4211, -1.1320], [-2.0167, -1.5891, -1.9380], [-3.7977, -1.8662, 4.4153], [-3.8236, 0.2493, 4.0695], [-4.3626, -4.5229, -3.4817], [-3.2166, 1.3016, 3.3850], [2.8579, 3.2000, -2.6853], [-0.8352, -6.8275, -0.4511], [-1.7282, 4.2778, 2.9871], [0.8748, 5.3630, -0.9740], [-3.8693, -1.9983, -3.3848], [2.6004, -0.6783, 3.0383], [5.1656, 1.8176, -4.7586], [4.4212, -0.4201, 0.6602], [3.8905, 0.7124, -3.4380], [-4.6637, 0.4381, 4.7296], [-2.0691, -0.3005, -2.2944], [0.0801, 3.2037, -0.0534], [6.9356, -1.0074, 3.5206], [-0.7231, 4.0935, 3.3699], [-1.3508, 0.3689, -1.8309], [-1.4383, 2.1626, 1.7615], [-4.6476, -0.3220, -4.4472], [2.4305, -0.3700, -1.9354], [-2.4633, -5.7261, -1.1561], [4.5858, -0.8055, -3.9472], [-3.2291, 3.2201, 0.1840], [-2.8423, -3.7953, -2.1031], [8.4535, -0.8593, 2.0271], [-3.9004, -0.6673, -3.7441], [-1.4150, 1.8338, 0.7158], [-3.3258, 4.8232, 0.9252], [-2.0649, -6.4615, 0.7565], [0.8670, 3.2101, -0.8006], [6.8275, -0.4799, 0.1784], [-3.8803, -6.8932, -2.2823], [-2.1377, 1.0509, 2.5438], [4.6581, -0.7597, 2.7669], [-3.3336, -1.0348, 3.8902], [-3.1961, 3.7568, 1.1349], [3.8848, 3.1015, -3.6551], [5.0270, -1.2249, 5.5807], [-1.9081, -2.2802, 2.9292], [-3.4423, -5.9282, -2.1030], [2.6743, 5.3511, -2.6898], [2.3501, 2.0125, -2.0985], [-0.3908, 2.1827, 2.0833], [-4.5987, -2.6721, -3.7997], [0.5739, -0.8502, -0.0961], [4.3812, 1.8824, -4.0161], [1.3162, 4.4385, -1.3225], [1.3542, 2.0505, -1.1700], [2.3033, 4.4297, -2.2614], [-2.2468, -1.2479, 3.0382], [-2.9818, 0.2099, -3.1937], [6.4850, -0.6186, 1.1952], [5.1290, -0.5833, 1.4636], [-1.5903, -0.2329, 2.3234], [-2.8907, -2.4149, -2.4737], [-1.9137, 3.5403, 1.7586], [4.5305, 4.5486, -4.4046], [-1.9079, -6.7383, -0.2850], [7.3902, -0.8305, 2.2269], [2.8738, 0.6812, -2.4615], [-0.8809, -3.8696, -0.1101], [-2.9712, 1.2616, -3.4416]], "atomic_forces_ev_per_a": [[0.0, 0.0, 0.0], [0.0, 0.0, 0.0], [0.0, 0.0, 0.0], [0.1, 0.0, 0.0], [0.0, 0.0, 0.0], [0.0, 0.0, 0.0], [0.0, 0.0, 0.0], [0.0, 0.0, 0.0], [0.0, 0.2, -0.1], [0.1, 0.2, -0.1], [0.0, 0.0, 0.0], [0.0, 0.0, 0.0], [0.0, 0.0, 0.0], [-0.1, -0.1, 0.1], [0.1, 0.1, 0.0], [0.0, 0.0, 0.0], [0.0, 0.0, 0.0], [0.0, 0.0, 0.0], [0.1, 0.1, 0.1], [-0.2, 0.0, 0.3], [0.0, 0.0, 0.0], [0.0, 0.0, 0.0], [0.1, 0.1, 0.0], [0.0, 0.0, 0.0], [0.0, -0.2, 0.1], [0.0, 0.0, 0.0], [-0.1, 0.0, 0.0], [0.0, 0.0, 0.0], [0.0, -0.1, 0.0], [0.0, 0.0, 0.0], [0.0, 0.0, 0.0], [0.4, 0.1, -0.3], [0.0, -0.1, 0.0], [0.0, 0.0, 0.0], [0.0, 0.0, 0.0], [0.0, 0.1, 0.0], [0.0, 0.0, 0.0], [-0.1, 0.0, 0.0], [0.0, 0.0, 0.0], [0.0, 0.0, 0.0], [0.0, 0.0, 0.0], [0.0, 0.1, 0.0], [0.0, 0.0, 0.0], [0.0, 0.0, 0.0], [0.1, 0.1, -0.2], [0.0, 0.0, -0.3], [-0.1, 0.1, 0.0], [-0.1, 0.0, 0.0], [-0.1, 0.0, 0.1], [0.0, 0.0, 0.1], [0.0, 0.0, 0.0], [0.0, 0.1, 0.0], [0.0, 0.0, 0.0], [0.0, 0.0, 0.0], [0.0, 0.0, 0.0], [0.0, 0.0, 0.0], [-0.5, -0.2, 0.5], [0.0, 0.0, 0.0], [0.0, 0.0, 0.0], [0.2, -0.1, -0.2], [0.0, 0.0, 0.0], [0.0, 0.0, -0.1], [0.0, 0.1, 0.0], [0.0, 0.0, 0.0], [0.0, 0.0, 0.1], [0.0, -0.1, 0.2], [-0.1, -0.2, 0.1], [0.0, 0.0, 0.0], [0.0, 0.0, 0.0], [0.0, 0.0, 0.0], [0.0, 0.0, 0.0], [0.0, 0.2, -0.1], [-0.1, -0.2, 0.0], [0.0, 0.0, 0.0]], "mulliken_charge": [-0.36, 0.28, 0.15, 0.33, 0.35, 0.26, 0.31, 0.36, -0.05, 0.02, 0.33, -0.83, 0.31, -0.24, 0.39, 0.31, -0.94, 0.46, -0.70, 0.25, 0.44, 0.41, 0.48, 0.36, 0.04, 0.43, -0.46, 0.27, -0.06, -0.78, 0.39, -0.89, 0.14, -0.27, 0.21, 0.33, 0.35, -0.65, -0.15, 0.38, 0.30, -0.23, 0.42, 0.42, 0.21, -0.16, -0.52, -0.92, 0.67, -0.20, 0.32, -0.48, 0.38, -0.49, 0.46, 0.19, 1.49, -0.59, -0.90, 0.41, -0.89, -0.59, -0.95, -0.77, -0.10, 0.01, 0.98, 0.29, -0.31, -0.86, -0.43, -0.10, -0.45, 0.43]}

***

2.
{"formula": "C33H29BrGeN5O2S2W", "method": "ωB97M-V/def2-TZVPD", "s_squared": 0.773, "total_charge": 2, "gap_ha": [0.243, 0.259], "de_lowest_kj_mol": 48.12, "multiplicity": 2, "e_homo_ev": [-13.6, -13.7], "symbols": ["C", "H", "C", "C", "C", "C", "C", "C", "H", "S", "H", "N", "C", "C", "H", "C", "H", "H", "C", "C", "C", "H", "H", "C", "C", "H", "H", "H", "W", "N", "C", "H", "C", "C", "C", "C", "C", "H", "C", "Ge", "N", "H", "C", "N", "H", "H", "H", "N", "H", "Br", "H", "H", "C", "C", "O", "C", "H", "H", "C", "C", "C", "C", "H", "H", "C", "C", "H", "H", "C", "O", "H", "S", "H", "H"], "coordinates": [[-4.6381, -0.8962, -0.8341], [3.4487, -0.8166, 2.0204], [2.0614, -1.3195, -4.1250], [1.0512, -2.8889, 1.1782], [-2.7282, 0.5359, -1.0687], [-0.9860, 5.0069, -1.8173], [4.4895, -0.4395, -0.8227], [-1.9894, -0.2577, -0.1582], [-2.0995, -2.0403, 1.0647], [-0.6449, -0.6103, 2.9069], [3.8451, 2.0594, -1.9482], [-0.7887, 2.7763, -0.1693], [-1.6495, 2.0205, 3.0199], [-1.5453, -0.6645, 5.4983], [-2.9051, 2.9759, 5.4157], [0.0004, 2.9207, -1.2477], [1.8017, -0.4413, -6.0662], [2.9031, 0.8526, -2.6131], [0.4104, -2.5937, -0.0236], [-2.1625, -0.1138, 6.6114], [-0.1167, 0.2185, -3.3547], [-1.1715, -1.6797, 5.5190], [-2.2916, 3.6409, 0.9616], [0.3529, 0.2837, -4.6588], [-1.6609, 3.7643, 0.0968], [2.8848, -1.9510, -4.4343], [6.0308, -1.4863, -1.7863], [-0.9904, 0.7975, -3.0895], [-0.5629, 0.9838, 1.2170], [3.4885, 0.5160, -0.7677], [0.5042, -0.6032, -2.4120], [1.8706, -4.4198, 2.4390], [-2.6506, 1.1864, 6.5849], [1.3731, -4.1994, 1.5036], [1.0456, -5.2276, 0.6321], [-2.6353, -1.3929, 0.3830], [0.3994, -4.9476, -0.5653], [-4.4042, -2.5904, 0.4628], [-1.7902, 4.8863, -0.6931], [-0.0161, -0.7783, -0.5458], [3.0996, 1.3933, -1.7739], [5.9963, 0.2445, -2.1538], [-0.0688, 4.0013, -2.0965], [3.5797, -0.5150, 1.0661], [-3.1308, 1.5993, 7.4610], [-2.5094, 5.6491, -0.4330], [0.5876, 4.0625, -2.9525], [4.5381, -1.0888, 0.2996], [0.7348, 2.1491, -1.4146], [-1.1241, 6.4969, -2.9289], [2.0632, -2.0683, -2.1211], [4.8037, -0.8337, -2.8912], [-3.9371, -1.7108, 0.0414], [0.0893, -3.6377, -0.8958], [-0.4807, 2.4653, 2.7441], [-2.5275, 1.9629, 5.4409], [-4.5825, 0.8559, -2.0771], [-5.6615, -1.1367, -1.0913], [-1.9080, 1.4143, 4.3352], [5.3794, -0.6398, -1.9868], [-1.4124, 0.1030, 4.3488], [-4.0319, 0.2261, -1.3915], [1.2829, -2.0977, 1.8811], [-2.2848, 1.4138, -1.5140], [2.9176, 0.4549, 0.4566], [1.5937, -1.3818, -2.8176], [-2.2654, -0.7077, 7.5092], [-0.4058, -3.4327, -1.8387], [1.4475, -0.4794, -5.0446], [-2.3970, 1.7309, 2.0182], [1.2902, -6.2500, 0.8872], [1.8014, 1.5276, 1.2431], [0.1388, -5.7506, -1.2418], [-0.1502, 0.9125, -5.3816]], "atomic_forces_ev_per_a": [[0.0, 0.0, 0.0], [0.0, 0.0, 0.0], [0.0, 0.0, 0.0], [0.0, 0.0, 0.0], [0.0, -0.1, -0.1], [0.0, 0.0, 0.0], [0.0, 0.0, 0.0], [-0.1, 0.3, 0.3], [0.0, 0.0, 0.0], [0.0, 0.1, 0.0], [0.0, 0.0, 0.0], [0.0, 0.0, 0.1], [0.1, 0.1, 0.0], [0.0, 0.0, 0.0], [0.0, 0.0, 0.0], [0.1, 0.0, 0.0], [0.0, 0.0, 0.0], [0.0, 0.0, 0.0], [0.0, 0.0, 0.0], [0.0, 0.0, 0.0], [0.0, 0.0, 0.0], [0.0, 0.0, 0.0], [0.0, 0.0, 0.0], [0.0, 0.0, 0.0], [-0.1, 0.0, -0.1], [0.0, 0.0, 0.0], [0.0, 0.0, 0.0], [0.0, 0.0, 0.0], [-0.3, -0.4, -0.3], [0.0, 0.0, 0.0], [0.0, 0.0, 0.0], [0.0, 0.0, 0.0], [0.0, 0.0, 0.0], [0.0, 0.0, 0.0], [0.0, 0.0, 0.0], [0.0, 0.0, 0.0], [0.0, 0.0, 0.0], [0.0, 0.0, 0.0], [0.0, 0.0, 0.0], [0.1, 0.0, 0.1], [0.0, 0.1, 0.0], [0.0, 0.0, 0.0], [0.0, 0.0, 0.0], [0.0, -0.1, 0.0], [0.0, 0.0, 0.0], [0.0, 0.0, 0.0], [0.0, 0.0, 0.0], [0.0, 0.0, 0.0], [0.0, -0.1, -0.1], [0.0, 0.0, 0.0], [0.0, 0.0, 0.0], [0.0, 0.0, 0.0], [0.0, 0.0, 0.0], [0.0, 0.0, 0.0], [-0.1, 0.1, 0.1], [0.0, 0.0, 0.0], [0.0, 0.0, 0.0], [0.0, 0.0, 0.0], [0.0, 0.0, 0.0], [0.0, 0.0, 0.0], [0.0, 0.0, 0.0], [0.0, 0.0, 0.0], [0.0, 0.0, 0.0], [0.0, 0.0, 0.0], [0.0, 0.0, 0.0], [0.0, 0.0, 0.0], [0.0, 0.0, 0.0], [0.0, 0.0, 0.0], [0.0, 0.0, 0.0], [0.0, -0.1, 0.0], [0.0, 0.0, 0.0], [0.2, 0.1, 0.0], [0.0, 0.0, 0.0], [0.0, 0.0, 0.0]], "mulliken_spin": [0.00, 0.00, 0.00, 0.00, 0.03, 0.00, 0.00, 0.01, 0.00, -0.09, 0.00, 0.02, 0.01, -0.01, 0.00, 0.00, 0.00, 0.00, 0.00, 0.00, 0.00, 0.00, 0.00, 0.00, 0.00, 0.00, 0.00, 0.00, 1.03, 0.00, 0.00, 0.00, -0.01, -0.01, 0.00, -0.01, 0.00, 0.00, 0.00, -0.09, 0.00, 0.00, -0.01, 0.00, 0.00, 0.00, 0.00, 0.00, 0.03, 0.00, 0.00, 0.00, 0.00, 0.00, 0.04, 0.01, 0.00, 0.00, -0.01, 0.00, 0.03, 0.00, 0.00, -0.01, 0.00, -0.01, 0.00, 0.00, 0.00, 0.03, 0.00, 0.00, 0.00, 0.00]}

***

3.
{"formula": "C33H29ClN2S2SbZr", "method": "ωB97M-V/def2-TZVPD", "total_charge": 3, "gap_ha": 0.223, "de_lowest_kj_mol": 56.13, "e_homo_ev": -16.8, "symbols": ["H", "H", "C", "C", "H", "C", "C", "C", "H", "Cl", "H", "H", "C", "H", "H", "C", "C", "C", "H", "C", "H", "H", "H", "H", "C", "H", "C", "C", "Sb", "H", "H", "H", "C", "S", "C", "C", "H", "H", "C", "H", "C", "C", "C", "C", "C", "H", "N", "H", "C", "C", "H", "C", "H", "N", "C", "H", "H", "C", "Zr", "C", "C", "H", "H", "C", "C", "C", "S", "H", "C"], "coordinates": [[1.3948, 1.3922, -1.2726], [5.2577, 3.3402, 0.7664], [3.4304, 5.4744, -1.1188], [-1.2554, -1.2089, 2.2552], [-2.8900, -1.7451, 3.5199], [7.7221, 0.5322, 0.6103], [3.1055, -2.2908, -0.3815], [6.4111, 0.6274, 0.1592], [1.9491, 1.9669, -2.8517], [1.3534, -1.3317, 5.8502], [5.1917, 5.7082, 0.0941], [5.8010, 1.7571, -1.5686], [0.3153, -1.2809, 4.5006], [3.1856, -4.1289, -3.2377], [1.5518, -0.2494, -2.6717], [-1.4761, 3.5929, 0.7413], [-0.8646, 5.2944, 2.2802], [-1.2931, 1.4336, -0.3910], [5.2803, 0.0573, -1.5778], [4.4729, 3.6960, 0.1076], [1.9431, -2.1624, -4.0958], [3.4018, 6.5135, -1.4184], [0.5700, 2.7538, -2.0854], [7.2359, 0.1544, 3.9523], [0.8191, -0.9321, 3.2602], [3.9168, -4.2013, -0.8823], [0.2034, 4.5127, 2.7293], [2.4928, 3.2504, -1.2396], [3.3714, 0.9598, 0.6765], [1.8605, -0.6516, 3.1748], [1.7094, 4.9411, -2.2863], [1.2454, 2.6327, 2.5495], [4.4363, 5.0263, -0.2724], [-2.3687, 2.7555, -0.5124], [2.4728, 4.5918, -1.6009], [3.3737, -3.3415, -1.2556], [2.8896, -1.8851, 1.7431], [-1.4702, -1.8404, 5.5655], [5.6857, 0.3869, 2.4947], [-1.8503, -1.1884, 1.3498], [2.4293, -1.1489, -0.8702], [2.2732, -2.1932, -3.0660], [-1.0435, -1.5778, 4.6054], [3.5562, -2.4087, 1.0538], [7.0024, 0.2965, 2.9062], [4.8876, 0.3225, 3.2269], [-0.3185, 1.5839, 0.5185], [-1.0311, 6.2666, 2.7237], [2.9643, -3.2985, -2.5798], [5.4106, 0.5723, 1.1369], [9.0487, 0.3097, 2.2778], [0.4393, 3.2626, 2.1917], [8.5287, 0.5667, -0.1113], [0.0594, -0.9120, 2.1471], [-1.7182, 4.8461, 1.2897], [3.5872, -3.4528, 1.3615], [0.8420, 4.8906, 3.5161], [3.4922, 2.8198, -0.3641], [0.7197, -0.2214, 0.1825], [2.0314, -1.1162, -2.2328], [8.0166, 0.3805, 1.9607], [6.9596, 0.4802, -1.9127], [-2.5513, 5.4520, 0.9587], [-1.8323, -1.5289, 3.4670], [1.5402, 2.2966, -1.8946], [-0.4063, 2.8075, 1.1840], [-1.2850, -0.0236, -1.3429], [4.5682, -2.0134, 1.1746], [6.0928, 0.7381, -1.3085]], "atomic_forces_ev_per_a": [[0.1, 0.2, -0.2], [0.0, 0.1, 0.0], [0.1, 0.0, 0.0], [-0.2, -0.1, 0.1], [0.0, 0.0, 0.0], [0.0, 0.0, 0.0], [0.1, 0.0, 0.2], [-0.2, 0.0, -0.2], [0.0, -0.1, 0.0], [0.0, 0.0, 0.0], [0.0, 0.0, 0.0], [0.0, 0.0, -0.1], [-0.2, 0.0, -0.2], [0.0, 0.0, 0.0], [0.0, 0.0, 0.1], [0.2, -0.2, 0.0], [0.0, 0.1, 0.0], [0.0, 0.3, 0.3], [0.0, 0.0, -0.1], [0.1, -0.2, 0.1], [0.0, 0.0, 0.0], [0.0, 0.0, 0.0], [-0.1, -0.1, 0.1], [0.0, 0.0, 0.0], [0.1, 0.0, 0.3], [-0.1, 0.0, 0.0], [0.0, -0.1, 0.0], [0.0, 0.0, 0.0], [0.8, 0.5, -0.9], [0.0, 0.0, -0.1], [0.0, 0.0, 0.0], [0.0, 0.1, 0.1], [0.0, 0.1, 0.0], [0.2, -0.2, 0.1], [-0.1, -0.1, -0.1], [0.0, 0.1, 0.0], [0.1, 0.0, 0.0], [0.0, 0.0, 0.0], [-0.1, 0.0, 0.0], [0.0, 0.0, 0.0], [0.5, 0.3, 0.2], [-0.1, 0.0, 0.0], [0.1, 0.0, 0.1], [0.1, -0.2, -0.2], [0.1, 0.0, 0.0], [0.0, 0.0, 0.0], [-0.4, 0.8, 0.0], [0.0, 0.0, 0.0], [0.0, 0.0, 0.1], [-0.7, 0.0, 0.1], [0.0, 0.0, 0.0], [0.0, -0.1, -0.1], [0.0, 0.0, 0.0], [-0.2, -0.3, 0.3], [-0.1, 0.1, 0.0], [-0.1, 0.0, 0.0], [0.0, 0.0, 0.0], [-0.1, -0.7, 0.3], [-0.9, -0.8, -0.5], [0.2, 0.1, -0.1], [0.0, 0.0, 0.0], [0.0, 0.0, 0.0], [0.0, 0.0, 0.0], [0.0, 0.0, -0.1], [0.1, 0.4, -0.2], [0.0, 0.3, 0.1], [0.3, -0.2, 0.3], [-0.1, 0.0, 0.1], [0.1, 0.1, 0.1]], "nbo_charge": [0.10, 0.24, -0.13, 0.06, 0.28, -0.19, -0.01, -0.01, 0.26, 0.14, 0.26, 0.24, -0.06, 0.26, 0.24, -0.24, -0.17, -0.12, 0.20, -0.21, 0.26, 0.25, 0.25, 0.25, 0.04, 0.25, -0.15, 0.05, 1.36, 0.23, 0.24, 0.21, -0.19, 0.62, -0.21, -0.18, 0.19, 0.28, -0.22, 0.24, -0.55, -0.17, -0.09, -0.63, -0.20, 0.22, -0.73, 0.26, -0.10, -0.41, 0.25, -0.25, 0.25, -0.63, -0.18, 0.27, 0.25, -0.46, 1.83, -0.24, -0.11, 0.26, 0.26, -0.20, -0.55, 0.16, -0.02, 0.26, -0.65]}

***

Listing strongest force on any atom for the structures above in their given order: 0.7, 0.6, 1.3 eV/A.
Listing molar mass for the structures above in their given order: 954.3, 928.1, 766.2 g mol⁻¹.